[1]
Computed, not measured: a molecular structure, C3H6N2O at a distorted geometry, with the ωB97M-V functional and the def2-TZVPD basis.

```
12
Properties=species:S:1:pos:R:3:forces:R:3
N 0.67309 0.28864 -1.53531 0.1 0.2 -0.1
C -0.48984 -0.18773 -0.92879 0.0 0.6 0.2
C -0.09257 -0.29218 0.96699 -0.6 0.9 -2.1
O 1.16726 0.24780 1.14284 0.2 -0.3 -0.1
C -1.12206 0.46849 1.59733 -0.9 0.3 0.0
N -1.98347 1.14145 1.98844 0.8 -0.7 -0.2
H 1.37371 -0.42591 -1.69675 -0.1 0.1 0.1
H 1.06715 1.03348 -0.97204 0.2 0.0 -0.3
H -1.33064 0.49362 -0.90975 0.0 0.3 -0.2
H -0.80251 -1.14481 -1.40672 0.2 0.4 0.9
H -0.29350 -1.19546 0.44431 0.3 -1.9 1.8
H 1.83338 -0.42741 1.30947 -0.2 -0.1 0.1
```
Positions in Å, forces in eV/Å.

Computed properties:
**Max |F|**: 2.6 eV Å⁻¹
**E_HOMO**: -8.47 eV
**E_tot**: -302.55378 a.u.

[2]
Computed, not measured: a molecular structure, C3H2N4 at a distorted geometry, with the ωB97M-V functional and the def2-TZVPD basis.

```
9
Properties=species:S:1:pos:R:3:forces:R:3
N 2.01141 0.46928 0.62893 0.0 0.4 -1.1
C 2.42946 0.78364 -0.45776 0.4 -0.1 0.4
C 0.61351 0.36463 0.17225 -0.5 -0.3 0.5
C -0.06104 -0.79019 -0.12730 0.0 0.1 0.2
N -1.34838 -0.39011 -0.11778 -0.1 0.0 -0.1
N -1.46082 0.92139 0.12448 0.1 0.0 -0.1
N -0.26654 1.39054 0.28326 0.0 -0.2 0.3
H 0.26723 -1.79706 -0.33114 -0.1 0.1 0.1
H -2.18484 -0.95213 -0.17495 0.1 0.1 -0.2
```
Positions in Å, forces in eV/Å.

Computed properties:
**Max |F|**: 1.2 eV Å⁻¹
**E_HOMO**: -10.25 eV
**E_tot**: -334.42706 a.u.

[3]
Computed, not measured: a molecular structure, C45H63FHfN3O4P2, with the ωB97M-V functional and the def2-TZVPD basis.

```
119
Properties=species:S:1:pos:R:3:forces:R:3
Hf 0.80052 -1.16250 -1.18635 -0.9 -0.4 -0.1
C 3.79193 -0.40140 -0.53752 0.0 0.0 0.0
C 3.26144 0.58694 -1.50679 0.1 0.1 0.1
C 2.77715 -0.12287 -2.61216 0.2 0.1 -0.1
C 3.05878 -1.55221 -2.36278 0.1 0.1 0.0
C 3.77215 -1.70660 -1.19581 0.1 -0.1 0.1
C 4.47513 -2.92966 -0.67741 0.0 0.1 0.0
C 4.34552 -3.04311 0.84485 0.0 0.0 0.0
C 3.94258 -4.19869 -1.33124 -0.1 0.0 0.0
C 5.96090 -2.73534 -1.04993 0.0 0.0 0.0
C 2.42391 0.30549 -4.04963 0.1 0.0 0.0
C 1.74944 -0.86118 -4.77784 -0.1 -0.1 -0.1
C 3.74839 0.57263 -4.78830 0.0 0.0 0.0
C 1.49789 1.51342 -4.17683 -0.1 0.0 0.1
C 3.29877 2.07205 -1.11820 0.1 0.0 0.0
C 4.04712 2.91870 -2.15760 -0.1 0.0 0.0
C 1.87740 2.60508 -0.87318 0.0 0.0 0.1
C 4.06850 2.26642 0.20057 0.0 0.0 0.0
H 4.60289 -0.12744 0.12174 0.0 0.0 0.0
H 2.92950 -2.33781 -3.09214 -0.1 0.0 0.0
H 3.30848 -3.20088 1.14921 0.0 0.0 0.0
H 4.71927 -2.15891 1.35973 0.0 0.0 0.0
H 4.92726 -3.89763 1.18829 0.0 0.0 0.0
H 2.88569 -4.33480 -1.09193 0.0 0.0 0.0
H 4.47772 -5.06542 -0.94557 0.0 0.0 0.0
H 4.06988 -4.19407 -2.41453 0.0 0.0 0.0
H 6.37769 -1.84708 -0.57706 0.0 0.0 0.0
H 6.09377 -2.65123 -2.12849 0.0 0.0 0.0
H 6.53007 -3.59743 -0.70274 0.0 0.0 0.0
H 2.42955 -1.69353 -4.95203 0.0 0.0 0.0
H 1.39212 -0.53108 -5.75339 0.0 0.0 0.0
H 0.88895 -1.24177 -4.22201 -0.1 0.0 0.0
H 4.39580 -0.30268 -4.74014 0.0 0.0 0.0
H 4.29179 1.41816 -4.37802 0.0 0.0 0.0
H 3.54369 0.77829 -5.83981 0.0 0.0 0.0
H 0.57163 1.37615 -3.60993 0.0 0.0 0.0
H 1.23023 1.64548 -5.22583 0.0 0.0 0.0
H 1.94867 2.44108 -3.84660 0.0 0.0 0.0
H 3.54370 2.99374 -3.11516 0.0 0.0 0.0
H 5.04962 2.52668 -2.32746 0.0 0.0 0.0
H 4.15538 3.93117 -1.76776 0.0 0.0 0.0
H 1.26499 2.61817 -1.76895 -0.1 0.0 -0.2
H 1.93576 3.62643 -0.49358 0.0 0.0 0.0
H 1.37632 2.00175 -0.11092 0.0 0.0 0.0
H 5.11730 1.98611 0.10427 0.0 0.0 0.0
H 3.63495 1.71399 1.03165 0.0 0.0 0.0
H 4.04607 3.32562 0.45424 0.0 0.0 0.0
C -1.71584 -0.26337 -4.49635 -0.1 0.1 0.0
P -1.50811 -0.44679 -2.69632 0.3 0.0 0.0
C -2.39865 1.00273 -2.05410 -0.1 0.0 0.0
C -2.51824 -1.90711 -2.29499 -0.1 0.0 0.0
C -3.87697 -1.76027 -2.02093 0.0 0.0 0.0
C -4.67393 -2.86864 -1.78124 0.0 0.1 0.0
C -4.11901 -4.13567 -1.81341 0.0 -0.1 0.0
C -2.76776 -4.29495 -2.08175 0.0 0.0 0.0
C -1.95079 -3.19407 -2.32865 0.0 0.0 0.0
P -0.16686 -3.42042 -2.66074 0.1 0.2 0.0
C 0.28090 -5.00424 -1.90209 0.0 -0.1 0.0
C -0.03438 -3.80114 -4.43656 -0.1 -0.1 0.0
H -2.78349 -0.24274 -4.72103 0.0 0.0 0.0
H -1.26468 -1.08909 -5.03508 0.0 -0.1 0.0
H -1.25939 0.66337 -4.83873 0.0 0.0 0.0
H -3.29176 1.20365 -2.64676 0.0 0.0 0.0
H -1.74231 1.87160 -2.11468 0.0 0.0 0.0
H -2.67874 0.84824 -1.01310 0.0 0.0 0.0
H -4.32682 -0.77697 -2.00131 0.0 0.0 0.0
H -5.72839 -2.74153 -1.57812 0.0 0.0 0.0
H -4.73502 -5.00481 -1.63182 0.0 0.0 0.0
H -2.35743 -5.29401 -2.09011 0.0 0.0 0.0
H 0.17495 -4.95971 -0.81970 0.0 0.0 0.0
H 1.31734 -5.22220 -2.15880 0.0 0.0 0.0
H -0.32813 -5.81178 -2.30778 0.0 0.0 0.0
H -0.63918 -4.68003 -4.66487 0.0 0.0 0.0
H 1.00364 -4.02094 -4.68741 0.0 0.0 0.0
H -0.37231 -2.97940 -5.06012 0.0 0.0 0.0
F -1.65332 4.51729 1.75724 -0.1 0.0 0.0
C -1.84601 3.26907 2.21248 0.1 0.0 0.1
C -1.40080 2.22850 1.45868 -0.1 0.0 0.1
C -1.49834 0.91335 1.94789 0.1 0.0 0.1
C -0.93873 -0.19302 1.20794 0.1 0.1 0.0
O -0.38863 0.04985 0.06561 0.0 -0.1 -0.2
C -1.02798 -1.46691 1.79188 -0.1 0.0 0.2
C -1.63478 -1.59384 3.02764 0.0 0.0 -0.1
N -2.15306 -0.58361 3.71504 0.0 0.1 0.0
C -2.70692 -0.83117 5.04013 0.0 0.0 0.0
C -4.18826 -0.70251 5.24468 0.0 0.0 0.0
C -3.53946 -2.05462 5.26061 0.0 0.1 0.0
C -2.07082 0.71246 3.21492 0.0 0.0 0.0
C -2.53792 1.79911 3.96929 0.0 -0.1 -0.2
C -2.43000 3.09499 3.49556 0.2 0.0 -0.2
N -2.83366 4.17105 4.28244 -0.3 0.0 0.2
C -2.41891 4.25429 5.66929 0.1 0.0 0.1
C -3.55081 4.74498 6.55483 -0.1 0.1 0.0
N -4.02146 6.07771 6.03331 0.0 0.0 0.0
C -4.42209 5.99129 4.58292 0.0 0.0 0.1
C -3.26473 5.45338 3.75752 0.1 0.0 -0.1
C -0.46604 -2.72259 1.21614 0.2 0.0 -0.1
O -0.56539 -3.79457 1.74177 -0.1 0.1 0.0
O 0.16632 -2.54629 0.05544 0.1 0.0 0.0
H -0.92261 2.42334 0.50978 0.0 0.0 0.0
H -1.69167 -2.57097 3.48946 0.0 0.0 0.0
H -2.03455 -0.51487 5.82794 0.0 0.0 0.0
H -4.78465 -0.46194 4.37509 0.0 0.0 0.0
H -4.53127 -0.27986 6.17790 0.0 0.0 0.0
H -3.74109 -2.70020 4.41865 0.0 0.0 0.0
H -3.41327 -2.56399 6.20388 0.0 0.0 0.0
H -3.00798 1.61361 4.92264 0.0 0.0 0.0
H -1.56720 4.94579 5.76339 0.0 0.0 0.0
H -2.07066 3.28912 6.03333 -0.1 0.1 0.0
H -3.23375 4.88765 7.58643 0.0 0.0 0.0
H -4.41683 4.08511 6.52017 0.1 0.0 0.0
H -3.27272 6.76810 6.14082 0.0 0.0 0.0
H -4.80644 6.41799 6.59190 0.0 0.0 0.0
H -4.71256 6.99171 4.26602 0.0 0.0 0.0
H -5.28621 5.32867 4.54845 0.0 0.0 -0.1
H -2.44105 6.18011 3.75166 0.0 0.0 0.0
H -3.61599 5.35909 2.73540 0.0 0.0 -0.1
O 2.37919 -0.38640 1.49935 0.0 0.0 0.0
C 2.38822 -0.59818 0.32212 0.1 0.1 0.2
```
Positions in Å, forces in eV/Å.

Computed properties:
**Max |F|**: 1.0 eV Å⁻¹
**Net charge**: +3
**E_HOMO**: -14.42 eV
**E_tot**: -3047.63655 a.u.

[4]
Computed, not measured: a molecular structure, C6H14O, with the ωB97M-V functional and the def2-TZVPD basis.

```
21
Properties=species:S:1:pos:R:3:forces:R:3
C 0.74744 -2.39645 -1.74273 0.0 0.0 -0.1
C 1.05250 -1.38202 -0.64421 0.0 0.0 0.0
C 0.51443 0.01447 -0.96325 -0.1 0.0 0.0
C 0.82563 1.03246 0.11826 0.1 0.2 -0.1
C -0.06234 2.10681 0.38452 0.1 -0.1 0.0
O -0.66411 1.37733 1.98194 0.1 0.0 0.0
C -1.95498 0.81480 1.96034 -0.3 -0.1 0.1
H 1.15251 -3.38608 -1.50466 -0.1 0.2 0.0
H 1.17751 -2.08020 -2.70084 -0.1 0.0 0.1
H -0.33467 -2.50403 -1.88749 0.2 0.0 0.0
H 0.62413 -1.72047 0.30930 0.1 0.1 -0.1
H 2.13844 -1.32301 -0.48599 -0.2 0.0 0.0
H 0.92517 0.33282 -1.93424 0.0 0.0 0.1
H -0.57604 -0.04955 -1.10172 0.2 0.0 0.0
H 1.88519 1.23441 0.29162 -0.2 0.0 0.0
H 0.19638 0.72807 1.36432 0.0 0.0 0.0
H 0.29872 3.03858 0.81093 -0.1 -0.2 -0.1
H -1.01373 2.18151 -0.14418 0.1 0.0 0.1
H -2.71173 1.59381 2.09954 0.1 -0.1 0.0
H -2.05877 0.09337 2.77741 0.0 0.1 -0.1
H -2.16167 0.29337 1.01113 0.1 0.1 0.1
```
Positions in Å, forces in eV/Å.

Computed properties:
**Max |F|**: 0.3 eV Å⁻¹
**E_HOMO**: -8.13 eV
**E_tot**: -312.11548 a.u.

| no. | orbital gap (eV) |
| --- | --- |
| 1 | 8.831 |
| 2 | 10.730 |
| 3 | 7.014 |
| 4 | 9.172 |